1.
Density functional theory data (ωB97M-V/def2-TZVPD) for C19H40P2Pb as an isolated structure at a distorted geometry.

```
62
Properties=species:S:1:pos:R:3:forces:R:3:nbo_charge:R:1
P 1.0186 3.9460 1.1966 -1.2136 2.6679 1.7762 0.8658
P -1.8679 4.8459 -1.1660 -2.4979 3.1437 -2.5579 1.3602
C 0.5225 5.2990 0.0508 0.3585 0.3122 0.2154 -0.7355
C -0.9445 5.7398 0.1436 0.4288 -0.8121 0.4057 -0.7188
H 0.7398 4.8828 -0.9493 0.0368 0.3682 0.3367 0.2407
H 1.2074 6.1537 0.1803 -0.2746 -0.3006 0.0687 0.2756
H -1.4128 5.5506 1.1263 0.3152 0.1776 -0.4918 0.2545
H -1.0530 6.8069 -0.0821 -0.0608 -0.2562 -0.1551 0.2812
C -1.1533 5.5797 -2.7161 0.8301 -0.0594 -0.0404 -0.9549
H -1.7171 5.1829 -3.5791 0.3612 0.2884 0.4462 0.2509
H -0.0920 5.3402 -2.8210 -0.0881 0.0387 -0.3713 0.2378
H -1.2896 6.6686 -2.7031 0.4028 -0.3680 0.0239 0.2502
C -3.2776 6.0280 -1.3625 -0.6475 0.2936 0.3737 -0.9369
H -2.9033 6.9856 -1.7257 0.0512 -0.1742 0.0493 0.2502
H -3.8722 6.2612 -0.4784 0.1245 -0.1743 -0.0841 0.2440
H -3.9450 5.6221 -2.1213 -0.0584 0.1096 -0.0162 0.2518
C 2.6281 4.5414 1.8467 0.0409 -0.2518 0.1144 -0.9388
H 3.0352 3.7922 2.5405 -0.0338 0.2216 -0.1728 0.2699
H 2.5191 5.4982 2.3837 -0.0990 -0.3511 -0.2693 0.2768
H 3.3236 4.6792 1.0107 -0.0169 0.0137 0.1746 0.2622
C -0.0759 3.9254 2.6632 -0.1464 0.1095 0.3158 -0.9504
H -1.1435 3.9806 2.4053 0.4622 -0.0121 -0.0247 0.2504
H 0.1835 4.7677 3.3241 -0.1419 -0.2516 -0.1998 0.2688
H 0.0616 2.9898 3.2266 0.0627 0.3531 -0.2128 0.2730
Pb 1.8838 2.0549 -0.0437 1.5392 -2.7087 -1.8371 0.9384
C -3.8816 3.2357 -2.4198 -0.0647 0.0593 -1.3042 -0.0277
C -2.5009 3.2205 -2.1531 2.5577 -1.7324 0.4123 -0.4347
C -1.8434 2.0526 -1.3439 -0.4136 -0.1643 -0.1788 -0.3972
C -2.4575 1.7697 0.0303 -0.6977 -1.0292 0.4748 -0.5020
C -2.9836 2.9352 0.7991 -0.1186 0.1622 0.4946 -0.0973
C -3.6895 4.0228 0.3585 -0.7048 -0.9357 1.8320 -0.2324
C -5.0423 3.7385 -0.2475 -0.1007 0.2473 -1.7426 -0.4247
C -4.9256 2.8178 -1.4961 -1.3956 -0.4230 0.1624 -0.4974
C 2.0021 1.0571 1.9427 0.1311 -0.0007 0.2793 -1.1054
H -4.1697 3.5253 -3.4484 0.1438 0.0269 0.7723 0.2344
H -1.9019 3.3159 -3.0812 -0.4202 0.0603 0.6445 0.2647
H -0.7621 2.2207 -1.1851 -0.2693 0.3899 -0.4459 0.1858
H -1.9108 1.1347 -1.9478 0.0450 0.2897 0.1516 0.2491
H -3.2191 0.9792 -0.1106 0.1633 0.2550 0.2932 0.2565
H -1.7119 1.3224 0.7177 -0.2096 -0.0461 -0.5553 0.2301
H -2.9538 2.7850 1.8884 1.2696 0.7946 -0.1906 0.2339
H -3.6290 4.9438 0.9473 -0.4808 -0.6296 0.5983 0.2185
H -5.6090 4.6341 -0.5187 0.3279 0.0500 0.0782 0.2364
H -5.6436 3.2105 0.5072 0.2833 0.2216 -0.1101 0.2504
H -4.7620 1.7895 -1.1200 -0.0831 0.3807 -0.4003 0.2357
H -5.8743 2.8298 -2.0693 0.3515 -0.1929 0.6370 0.2612
H 1.5605 0.0536 1.8610 0.3262 0.3200 0.1776 0.2513
H 1.4722 1.6565 2.6965 0.3987 -0.5135 -0.0726 0.2039
H 3.0843 1.0174 2.1549 -0.5101 -0.2479 0.2171 0.2497
C 2.6562 -1.8456 -2.0677 -0.0755 -0.0821 -0.0493 -0.6074
C 1.3547 -1.6882 -1.2562 1.1071 -0.2980 0.5983 -0.3138
C 1.4748 -2.4010 0.1038 -0.0630 -0.1274 -0.0168 -0.6077
C 0.9009 -0.2613 -1.1440 -1.2462 -0.7642 -1.2533 -0.3285
H 3.5390 -1.5382 -1.4872 -0.2839 -0.0646 -0.1035 0.2125
H 2.6209 -1.2433 -2.9822 0.0414 -0.1262 0.0816 0.2111
H 2.7932 -2.8985 -2.3609 -0.0057 0.4040 0.1376 0.2377
H 0.5665 -2.2356 -1.8196 0.0111 0.5277 0.1090 0.2528
H 2.2989 -1.9852 0.7038 -0.2058 -0.1215 -0.2114 0.2077
H 0.5439 -2.3084 0.6782 0.1698 -0.0508 -0.0494 0.2062
H 1.6707 -3.4762 -0.0464 -0.0524 0.4663 0.0884 0.2407
H -0.0477 -0.1753 -0.5971 0.3020 0.3358 0.1368 0.1815
H 0.9009 0.2304 -2.1263 0.0365 0.1813 0.4402 0.1976
```
Forces are in eV/Å.

The frontier orbital gap (alpha / beta) comes out at 6.6 / 6.2 eV. The LUMO energy (alpha / beta) is -7.38 / -7.47 eV. Its total charge is +2.

---

2.
Density functional theory data (ωB97M-V/def2-TZVPD) for an isolated ion of composition C4H9OS2 and charge -1 at a distorted geometry.

```
16
Properties=species:S:1:pos:R:3:forces:R:3:nbo_charge:R:1
C -0.9388 0.6099 -3.2965 -1.4988 -0.9669 -1.2422 -0.7875
S 0.4464 1.3876 -2.4223 -0.1299 0.8409 -0.5856 0.0380
S 1.1033 0.3387 -0.8238 -1.0568 -0.2920 0.4332 0.0885
C -0.1406 0.5062 0.5464 2.7281 5.1178 1.0271 -0.5096
C 0.6249 0.1753 1.7964 -1.0467 -3.2763 0.5153 -0.5374
C 0.5634 -1.5868 2.1916 -0.7716 4.4381 1.1970 0.0668
O 0.8099 -1.6650 3.4459 -0.1536 -0.9062 2.3226 -0.9153
H -0.7682 -0.5048 -3.5414 -0.0592 1.7698 0.2474 0.2193
H -1.1159 1.2167 -4.3060 0.5715 -1.2766 2.1570 0.2217
H -1.9177 0.6518 -2.7137 1.3044 0.0972 -0.6311 0.2132
H -0.9768 -0.0648 0.3683 -1.9047 -1.3244 -0.3865 0.1910
H -0.4051 1.6631 0.8528 0.1386 -2.4415 -2.0623 0.2003
H 0.1735 0.7294 2.6217 -0.1196 -0.5542 0.2846 0.1912
H 1.6606 0.4155 1.8259 0.9503 0.3215 -0.4390 0.1920
H 1.3111 -2.0328 1.6436 1.9142 -1.1835 -2.4934 0.0846
H -0.4299 -1.8399 1.8111 -0.8662 -0.3640 -0.3442 0.0432
```
Forces are in eV/Å.

The frontier orbital gap comes out at 5.0 eV. The LUMO energy is 2.87 eV. Its total charge is -1.

---

3.
Density functional theory data (ωB97M-V/def2-TZVPD) for C38H42ClMoN3O4PSe as an isolated structure.

```
91
Properties=species:S:1:pos:R:3:forces:R:3:mulliken_spin:R:1
Mo -0.6741 -0.2505 1.3158 -0.2639 0.3797 -0.0904 1.9699
Cl -2.1886 4.9010 6.4612 -0.0025 0.0083 0.0117 0.0000
C -1.7356 3.9171 5.1170 0.0079 0.0140 -0.0290 0.0004
C -1.4715 4.5199 3.8774 -0.0114 0.0146 0.0380 0.0044
C -1.1092 3.7683 2.7866 0.0201 -0.0546 -0.0474 -0.0055
C -1.0040 2.3715 2.8846 -0.1863 0.0909 0.0989 0.0083
O -0.6773 1.6740 1.8179 0.3692 -0.2618 0.0512 0.0227
C -1.2620 1.7740 4.1367 -0.0221 0.0489 -0.0776 0.0184
C -1.0995 0.3763 4.3218 0.0385 -0.0734 -0.0024 0.0148
O -0.7617 -0.4487 3.4552 -0.1015 -0.0385 -0.1133 -0.0542
C -1.6240 2.5620 5.2496 0.0124 -0.0341 -0.0015 0.0032
H -1.5585 5.5950 3.7905 0.0019 -0.0007 -0.0015 0.0001
H -0.9072 4.2404 1.8346 0.0003 -0.0017 0.0015 -0.0002
H -1.2505 -0.0147 5.3349 0.0151 0.0016 -0.0012 -0.0048
H -1.8076 2.0877 6.2056 -0.0157 -0.0044 -0.0065 -0.0002
C 5.0787 1.9459 -3.7938 0.0202 -0.0222 -0.0235 0.0000
O 4.1742 2.5234 -4.7192 -0.0119 0.0625 0.0535 0.0003
C 3.0136 1.8773 -4.9625 -0.0098 -0.0359 -0.0358 0.0012
C 2.6840 0.6306 -4.4330 0.0160 0.0144 0.0228 -0.0012
C 1.4612 0.0495 -4.7331 -0.0081 -0.0221 -0.1125 0.0020
C 0.5621 0.6966 -5.5766 0.0683 0.1542 0.1575 0.0005
C 0.9306 1.9156 -6.1499 -0.0321 0.0085 0.0624 0.0009
C 2.1277 2.5160 -5.8315 0.0196 -0.0057 0.0205 -0.0009
N -0.6832 0.1827 -6.0464 0.1477 -0.4149 -0.3395 0.0058
N -1.4071 -0.6023 -5.4192 -0.3043 0.4171 0.2119 -0.0006
C -1.2214 -0.8709 -4.0279 0.1047 -0.2675 -0.0488 0.0279
C -1.2542 -2.1818 -3.6206 0.0822 0.0559 -0.0842 -0.0193
C -1.0667 -2.5551 -2.2783 -0.0793 0.0806 0.0839 0.0302
C -0.9074 -1.5779 -1.3215 0.1580 -0.0851 -0.0312 0.0601
O -0.6944 -1.8018 -0.0352 -0.1476 -0.0705 0.1165 -0.0088
C -0.9516 -0.2238 -1.7197 -0.0153 0.0074 -0.0221 -0.0349
N -0.8287 0.6700 -0.6955 0.0399 0.0202 0.1401 -0.0555
C -0.9349 1.9594 -0.9670 0.0408 -0.0848 -0.0413 0.0341
C -1.1685 2.4292 -2.2640 0.0152 -0.0113 -0.0444 -0.0129
C -1.2689 1.5429 -3.3029 0.0137 0.0999 -0.0154 0.0301
C -1.1332 0.1622 -3.0564 -0.0826 -0.0120 0.0838 -0.0035
H 5.8883 2.6599 -3.6789 0.0032 -0.0020 -0.0086 0.0000
H 5.4809 1.0018 -4.1690 -0.0111 -0.0039 0.0015 0.0000
H 4.5996 1.7813 -2.8251 0.0008 0.0076 0.0048 0.0000
H 3.3780 0.0977 -3.7991 0.0043 -0.0051 -0.0123 0.0000
H 1.2436 -0.9309 -4.3340 -0.0455 -0.0054 0.0160 0.0004
H 0.2480 2.3794 -6.8503 0.0068 -0.0012 -0.0181 0.0000
H 2.4161 3.4649 -6.2627 -0.0031 0.0032 0.0022 0.0000
H -1.3962 -2.9446 -4.3756 0.0152 -0.0063 0.0003 -0.0001
H -1.0716 -3.5987 -1.9935 0.0043 0.0022 0.0099 -0.0016
H -0.8541 2.6344 -0.1299 0.0041 0.0081 0.0052 0.0012
H -1.2781 3.4919 -2.4243 -0.0038 0.0004 0.0011 -0.0002
H -1.4725 1.8978 -4.3047 0.0152 -0.0047 0.0203 -0.0001
C 2.5917 -0.3185 3.2790 -0.0178 0.0115 0.0091 0.0088
C 2.1284 -1.7772 3.3294 -0.0159 0.0359 -0.0395 -0.0259
C 1.6219 -2.1421 4.7248 0.0087 -0.0224 0.0000 0.0000
P 0.9752 -2.1240 1.9231 0.1043 0.0255 -0.0984 0.0435
C 2.0662 -2.4252 0.4623 0.0083 0.0221 0.0243 -0.0158
C 3.2169 -3.3907 0.7451 0.0097 -0.0007 -0.0125 -0.0038
C 2.5647 -1.1367 -0.1974 -0.0090 0.0157 0.0077 0.0099
C 0.1952 -3.7559 2.3144 0.0108 0.0068 0.0092 -0.0111
C -0.1268 -4.6310 1.1030 0.0134 -0.0123 -0.0061 -0.0014
C -1.0622 -3.5794 3.1685 -0.0266 -0.0071 -0.0036 0.0210
H 3.3096 -0.1273 4.0779 0.0087 -0.0061 -0.0053 -0.0002
H 1.7527 0.3672 3.4238 0.0054 0.0027 0.0129 -0.0058
H 3.0740 -0.0638 2.3361 -0.0059 0.0029 -0.0096 0.0011
H 2.9870 -2.4228 3.1238 0.0168 0.0184 0.0054 -0.0012
H 0.7570 -1.5504 5.0151 -0.0014 0.0056 0.0037 -0.0005
H 2.4180 -1.9432 5.4443 -0.0006 -0.0078 0.0026 -0.0001
H 1.3602 -3.1956 4.8135 -0.0046 0.0039 -0.0031 0.0001
H 1.3789 -2.8970 -0.2393 -0.0293 -0.0077 0.0224 0.0036
H 4.0202 -2.9069 1.3027 -0.0048 0.0006 0.0085 0.0000
H 3.6428 -3.7359 -0.1985 0.0053 0.0076 -0.0009 0.0002
H 2.8992 -4.2729 1.3030 -0.0034 -0.0035 -0.0098 -0.0002
H 3.4237 -0.7180 0.3272 -0.0071 0.0097 0.0174 0.0001
H 1.7903 -0.3651 -0.2556 -0.0017 -0.0193 -0.0275 -0.0095
H 2.8796 -1.3487 -1.2207 0.0176 -0.0039 0.0037 -0.0008
H 0.9615 -4.2668 2.9085 -0.0033 0.0141 0.0121 -0.0048
H -0.9135 -4.1821 0.5005 0.0039 0.0043 -0.0011 0.0015
H -0.4826 -5.5963 1.4666 -0.0059 0.0011 -0.0036 0.0007
H 0.7379 -4.8217 0.4685 0.0016 -0.0037 0.0066 0.0003
H -1.8521 -3.1051 2.5819 0.0009 0.0038 -0.0036 -0.0046
H -0.8958 -2.9814 4.0614 0.0081 -0.0015 -0.0039 -0.0046
H -1.4261 -4.5605 3.4767 0.0015 0.0015 0.0028 0.0022
Se -3.1458 -0.6436 1.4929 0.0225 -0.0319 0.1323 -0.0602
C -3.7624 0.8202 0.4121 0.0189 -0.0548 -0.0835 0.0467
C -3.9286 2.0872 0.9598 0.0109 -0.0007 0.0045 -0.0114
C -4.3849 3.1302 0.1652 -0.0041 0.0082 0.0033 0.0070
C -4.6860 2.9082 -1.1716 -0.0065 -0.0060 -0.0056 -0.0116
C -4.5368 1.6383 -1.7137 0.0050 -0.0052 0.0133 0.0075
C -4.0761 0.5936 -0.9255 -0.0258 0.0253 0.0026 -0.0092
H -3.7161 2.2530 2.0081 0.0121 -0.0006 0.0113 0.0007
H -4.5213 4.1138 0.5970 -0.0019 -0.0028 -0.0017 0.0001
H -5.0535 3.7195 -1.7864 0.0057 0.0028 -0.0005 -0.0006
H -4.7833 1.4575 -2.7522 -0.0079 -0.0025 -0.0016 -0.0005
H -3.9616 -0.3989 -1.3435 -0.0043 -0.0001 -0.0017 -0.0038
```
Forces are in eV/Å.

The spin multiplicity is 3. Its expectation value of S² is 2.04. The frontier orbital gap (alpha / beta) comes out at 5.8 / 5.9 eV. The LUMO energy (alpha / beta) is -4.01 / -4.02 eV. Its total charge is +1.

---

4.
Density functional theory data (ωB97M-V/def2-TZVPD) for a 3-piece molecular cluster, C4H10O3 overall at a distorted geometry.

```
17
Properties=species:S:1:pos:R:3:forces:R:3:nbo_charge:R:1
C -0.1318 0.9262 2.6947 -1.5450 -5.4863 0.2228 -0.3985
C -0.6709 0.5151 1.5322 0.0391 -0.8519 1.1420 -0.2049
C -0.8710 1.4335 0.4402 0.1411 1.2631 -0.4242 -0.3322
C -0.4071 1.2457 -0.8142 -2.0632 3.5127 2.5148 0.1348
O -0.5037 2.3805 -1.6123 1.7828 -2.1496 -2.5445 -0.6717
H -0.0483 0.1668 3.5239 -0.1136 0.5655 -1.0029 0.1807
H 0.1869 1.8071 3.0490 0.9765 3.6144 0.2498 0.1886
H -1.0331 -0.5452 1.4053 0.7217 1.0958 0.2938 0.2100
H -1.2581 2.4520 0.8213 0.6981 -1.5015 -1.3346 0.2203
H 0.0710 0.4100 -1.2057 0.6767 -1.4460 -0.5134 0.1944
H 0.0094 2.0668 -2.4317 -1.2778 1.3843 1.4080 0.4730
O 1.7762 -1.2973 -1.6066 -0.2060 1.0561 -3.0464 -0.9531
H 1.0769 -1.8894 -1.8748 -0.1813 -0.3589 0.5222 0.4827
H 2.0389 -1.4172 -0.7369 0.2931 -0.6864 2.5450 0.4755
O 0.0694 -3.5633 -0.0442 1.8387 1.7899 -2.8473 -0.9405
H -0.2653 -4.0459 0.6471 -1.1924 -1.8543 2.5964 0.4701
H 0.9713 -3.8876 -0.2101 -0.5885 0.0532 0.2187 0.4707
```
Forces are in eV/Å.

The frontier orbital gap comes out at 8.5 eV. The LUMO energy is 0.43 eV.